60
Properties=species:S:1:pos:R:3 method="wB97M-V/def2-TZVPD" smiles="CCCn1c(C)cc(C(=O)COC(=O)c2cc(S(=O)(=O)NCC(C)C)c(Cl)cc2Cl)c1C" homo_ev=-8.126 relative_energy_kj_mol=2.6
C -0.540 -4.501 2.081
C -1.889 -3.843 2.336
H -2.015 -3.681 3.406
H -2.691 -4.505 2.001
C -2.038 -2.506 1.599
N -1.081 -1.522 2.035
C -1.137 -0.851 3.213
C -0.026 -0.015 3.289
C 0.722 -0.226 2.096
C 0.056 -1.150 1.348
C 0.409 -1.667 -0.002
H -0.440 -1.591 -0.684
H 0.726 -2.709 0.036
H 1.223 -1.070 -0.408
H 1.665 0.218 1.849
C 0.251 0.908 4.363
O -0.222 0.841 5.479
C 1.232 2.046 4.031
H 1.046 2.860 4.739
H 2.259 1.690 4.140
O 1.135 2.524 2.693
C -0.042 3.032 2.331
O -0.992 3.150 3.058
C -0.019 3.425 0.887
C 0.644 2.619 -0.032
C 0.660 2.932 -1.374
C 0.018 4.077 -1.823
C -0.650 4.901 -0.929
C -0.674 4.570 0.421
Cl -1.491 5.610 1.505
H -1.147 5.792 -1.276
Cl 0.058 4.470 -3.482
S 1.552 1.853 -2.505
O 2.008 0.731 -1.740
O 2.507 2.645 -3.222
N 0.330 1.373 -3.527
H 0.350 1.890 -4.393
C 0.062 -0.039 -3.699
H 0.367 -0.515 -2.767
C 0.812 -0.674 -4.876
C 2.321 -0.551 -4.685
H 2.621 0.489 -4.580
H 2.846 -0.976 -5.538
H 2.630 -1.078 -3.786
C 0.402 -2.138 -5.014
H -0.672 -2.227 -5.164
H 0.905 -2.593 -5.863
H 0.674 -2.690 -4.118
H 0.525 -0.140 -5.791
H -1.019 -0.164 -3.829
H 1.149 1.723 0.288
C -2.248 -0.971 4.187
H -2.127 -1.855 4.814
H -2.233 -0.104 4.842
H -3.214 -1.032 3.688
H -3.048 -2.116 1.760
H -1.903 -2.668 0.528
H 0.269 -3.847 2.400
H -0.414 -4.726 1.024
H -0.464 -5.431 2.638